{"formula": "C49H80N2O16PS", "method": "ωB97M-V/def2-TZVPD", "e_tot_ev": -107975.36413, "lumo_ev": 1.26, "charge": -1, "spin_multiplicity": 1, "homo_energy_ev": -1.941, "orbital_gap_ev": 3.21, "species": ["N", "C", "C", "C", "C", "C", "C", "C", "C", "C", "C", "C", "C", "C", "N", "C", "C", "C", "C", "P", "S", "H", "H", "H", "H", "H", "H", "H", "H", "H", "H", "H", "H", "H", "H", "H", "H", "H", "H", "H", "H", "H", "H", "H", "H", "H", "H", "H", "H", "H", "H", "H", "H", "O", "C", "O", "C", "C", "C", "H", "H", "H", "H", "H", "H", "O", "C", "O", "C", "C", "C", "H", "H", "H", "H", "H", "H", "O", "C", "O", "C", "C", "C", "H", "H", "H", "H", "H", "H", "O", "C", "O", "C", "C", "C", "H", "H", "H", "H", "H", "H", "O", "C", "O", "C", "C", "C", "H", "H", "H", "H", "H", "H", "O", "C", "O", "C", "C", "C", "H", "H", "H", "H", "H", "H", "O", "C", "O", "C", "C", "C", "H", "H", "H", "H", "H", "H", "O", "C", "O", "C", "C", "C", "H", "H", "H", "H", "H", "H"], "positions_angstrom": [[6.9238, -4.0593, 1.8050], [8.3341, -3.5923, 2.1725], [9.0468, -3.2753, 0.8101], [8.7569, -1.9229, 0.0981], [7.2881, -1.7172, -0.3813], [6.4729, -0.7155, 0.4583], [5.1904, -0.1815, -0.2426], [3.8728, -0.6039, 0.4636], [2.9696, 0.6132, 0.7953], [1.5024, 0.1036, 1.0041], [1.3452, -0.4521, 2.4401], [0.2541, -1.5558, 2.5785], [-0.9900, -1.3350, 1.6759], [-1.0074, -2.1332, 0.3579], [-1.4025, -3.5346, 0.5062], [-2.4457, -4.0955, -0.1925], [-2.5234, -5.4064, 0.1404], [-1.4978, -5.7016, 1.1092], [-0.8534, -4.5015, 1.2659], [8.1790, -2.1415, 3.2274], [6.6410, -2.1565, 4.4747], [6.2281, -3.3319, 1.9419], [6.9141, -4.3794, 0.8461], [10.1344, -3.2736, 1.0297], [8.9099, -4.1003, 0.0901], [9.1350, -1.0483, 0.6434], [9.3570, -1.9366, -0.8367], [6.7680, -2.6746, -0.5202], [7.3409, -1.2799, -1.3984], [7.1673, 0.0878, 0.7503], [6.1516, -1.1616, 1.4127], [5.2202, -0.4903, -1.3030], [5.2448, 0.9185, -0.2087], [4.0729, -1.1077, 1.4200], [3.3587, -1.3396, -0.1719], [3.3315, 1.0691, 1.7262], [2.9494, 1.3073, -0.0572], [1.3697, -0.7215, 0.2979], [0.7842, 0.9257, 0.8322], [2.3159, -0.8931, 2.7122], [1.1506, 0.3256, 3.1925], [0.7337, -2.5304, 2.4477], [-0.0960, -1.5295, 3.6221], [-1.1345, -0.2638, 1.4901], [-1.8671, -1.6863, 2.2438], [-0.0555, -2.1042, -0.1863], [-1.7673, -1.6790, -0.2910], [-3.0661, -3.5350, -0.8822], [-3.2180, -6.1461, -0.2412], [-1.2771, -6.6469, 1.5832], [-0.0018, -4.4183, 1.9314], [8.1747, -0.8767, 2.5609], [9.3423, -2.1209, 4.0271], [5.0273, 1.6864, -4.2702], [5.4112, 0.5932, -4.5705], [5.5252, -0.4268, -3.6869], [6.1157, -1.5688, -4.3313], [5.8531, -1.3701, -5.8149], [5.8788, 0.1476, -5.9427], [7.1817, -1.5870, -4.0951], [5.6552, -2.4770, -3.9489], [6.5740, -1.8810, -6.4513], [4.8584, -1.7425, -6.0684], [6.8879, 0.5269, -6.1111], [5.2050, 0.5048, -6.7170], [-2.1369, 0.7900, -1.4703], [-1.6747, 1.8909, -1.3459], [-0.5434, 2.1421, -0.6529], [-0.3100, 3.5617, -0.5932], [-1.0788, 4.1416, -1.7662], [-2.2613, 3.1854, -1.8752], [-0.6713, 3.9343, 0.3673], [0.7561, 3.7547, -0.6667], [-1.3588, 5.1821, -1.6215], [-0.4745, 4.0801, -2.6734], [-3.0916, 3.4850, -1.2335], [-2.5991, 3.0682, -2.9027], [0.9828, 6.3222, -0.4502], [2.0867, 6.3129, 0.0172], [2.3693, 6.7670, 1.2600], [3.7900, 6.7206, 1.4861], [4.3175, 5.6913, 0.5008], [3.3552, 5.8501, -0.6705], [4.2014, 7.7170, 1.3079], [3.9820, 6.4410, 2.5197], [5.3630, 5.8425, 0.2388], [4.2194, 4.6895, 0.9226], [3.6804, 6.6244, -1.3672], [3.1935, 4.9115, -1.1952], [10.7429, -0.8871, 5.5773], [10.0135, -0.2801, 6.3044], [8.8938, 0.3636, 5.8894], [8.3096, 1.0804, 6.9811], [8.8279, 0.3989, 8.2355], [10.2083, -0.0682, 7.7942], [8.6237, 2.1268, 6.9186], [7.2253, 1.0317, 6.9019], [8.8385, 1.0521, 9.1081], [8.2053, -0.4659, 8.4708], [10.9690, 0.7001, 7.9450], [10.5018, -0.9939, 8.2819], [-4.6861, 2.6554, -5.9291], [-3.7449, 1.9190, -5.8637], [-2.4625, 2.3371, -6.0146], [-1.5731, 1.2054, -5.9909], [-2.3390, 0.1134, -5.2644], [-3.7806, 0.4190, -5.6518], [-1.3323, 0.9315, -7.0210], [-0.6537, 1.4786, -5.4769], [-2.0131, -0.8906, -5.5306], [-2.2177, 0.2306, -4.1853], [-4.0642, -0.0633, -6.5889], [-4.4797, 0.1557, -4.8627], [-5.5742, -5.9338, -0.9109], [-6.2537, -5.2073, -0.2481], [-7.2545, -4.4469, -0.7619], [-7.8020, -3.6030, 0.2661], [-7.4470, -4.2859, 1.5755], [-6.1162, -4.9509, 1.2377], [-7.3497, -2.6113, 0.1795], [-8.8776, -3.5138, 0.1279], [-7.3976, -3.5988, 2.4183], [-8.1915, -5.0494, 1.8088], [-5.2692, -4.2823, 1.4018], [-5.9735, -5.8817, 1.7797], [-11.4922, -2.6769, 1.0459], [-10.9724, -1.6069, 1.1790], [-9.8479, -1.4154, 1.9138], [-9.5367, -0.0094, 1.9673], [-10.2298, 0.6001, 0.7624], [-11.4596, -0.2860, 0.6183], [-9.9120, 0.3923, 2.9111], [-8.4572, 0.1239, 1.9327], [-10.4596, 1.6540, 0.8859], [-9.5963, 0.4949, -0.1210], [-12.2933, 0.0705, 1.2258], [-11.7654, -0.3955, -0.4192], [-12.3344, 3.2894, 0.5801], [-12.0898, 3.3526, -0.5898], [-10.8659, 3.0772, -1.1071], [-10.8639, 3.3477, -2.5213], [-12.3224, 3.2847, -2.9425], [-13.0385, 3.7784, -1.6909], [-10.4259, 4.3346, -2.6843], [-10.2546, 2.6041, -3.0303], [-12.5373, 3.8690, -3.8354], [-12.6058, 2.2496, -3.1425], [-13.1322, 4.8653, -1.6741], [-14.0119, 3.3118, -1.5661]], "forces_ev_per_angstrom": [[0.221, -0.241, 0.762], [-0.940, 0.827, -1.200], [0.934, 0.831, 1.351], [-0.144, -0.885, -1.233], [0.256, 0.720, -0.277], [-0.163, -0.463, 0.209], [0.583, 0.014, 0.575], [0.330, 0.455, -0.129], [-1.104, -1.250, -0.560], [0.776, 0.698, 1.009], [-0.029, -0.661, -0.232], [0.100, 0.811, 0.330], [0.162, -0.917, 0.438], [-0.170, 0.299, -0.133], [-0.427, 0.621, -0.299], [-0.172, 0.256, -0.204], [-0.080, -1.821, 0.539], [-0.931, 1.002, -1.200], [1.305, -1.202, 1.466], [0.487, -1.593, 0.002], [-0.526, 0.170, 0.165], [-0.150, -0.187, -0.217], [-0.060, 0.186, 0.030], [-0.217, -0.011, -0.244], [-0.177, 0.126, 0.262], [-0.282, -0.258, 0.117], [-0.007, 0.002, 0.328], [0.101, 0.182, 0.263], [-0.032, -0.039, 0.269], [-0.319, 0.009, -0.228], [0.298, 0.002, -0.194], [-0.264, 0.258, 0.500], [-0.083, -0.237, -0.259], [0.196, -0.034, -0.333], [-0.159, 0.286, 0.159], [0.012, 0.300, -0.387], [0.305, 0.077, 0.327], [-0.314, 0.375, -0.052], [0.255, -0.655, -0.137], [-0.299, 0.059, 0.143], [0.051, 0.122, -0.428], [-0.300, 0.107, -0.240], [0.154, -0.170, -0.221], [0.083, -0.244, -0.144], [0.092, 0.202, -0.230], [-0.131, 0.131, 0.242], [0.264, -0.135, 0.031], [0.285, 0.066, 0.157], [-0.029, 0.386, -0.052], [0.032, 0.190, -0.053], [-0.114, 0.711, -0.315], [0.293, 0.130, 0.275], [0.018, 0.384, -0.574], [-0.123, -0.128, 0.175], [0.205, 0.358, -0.046], [-0.088, 0.112, -0.290], [0.083, -0.274, -0.021], [0.043, -0.018, -0.223], [-0.214, -0.526, -0.016], [-0.018, 0.024, 0.024], [-0.019, 0.125, 0.205], [0.030, -0.015, 0.080], [0.023, -0.016, 0.025], [-0.048, 0.103, -0.010], [0.125, 0.274, 0.043], [0.231, -0.087, -0.006], [-0.429, -0.054, 0.080], [-0.243, -0.052, -0.212], [0.172, 0.308, 0.018], [-0.174, 0.157, -0.122], [0.529, 0.187, -0.182], [0.000, -0.020, -0.010], [0.012, -0.211, 0.085], [0.076, -0.017, 0.084], [0.023, 0.019, 0.041], [-0.062, -0.091, -0.050], [-0.242, -0.126, 0.109], [-0.094, 0.040, 0.290], [0.010, 0.123, -0.442], [-0.082, -0.067, -0.076], [0.271, -0.038, 0.105], [0.138, -0.105, -0.121], [0.215, -0.260, 0.475], [-0.045, 0.002, -0.025], [-0.205, 0.072, 0.032], [-0.020, 0.053, 0.041], [0.021, 0.026, 0.010], [-0.092, -0.043, -0.079], [-0.114, 0.157, -0.213], [-0.126, 0.159, -0.084], [0.276, -0.004, -0.042], [0.378, -0.056, 0.055], [-0.269, 0.065, 0.051], [0.064, -0.002, 0.295], [-0.558, -0.074, 0.218], [0.028, -0.010, 0.003], [0.041, -0.065, -0.225], [-0.019, 0.057, -0.063], [-0.015, 0.025, -0.058], [0.074, -0.076, -0.036], [0.262, 0.033, -0.135], [0.210, 0.217, 0.057], [-0.397, -0.171, -0.212], [-0.095, 0.024, 0.087], [0.192, -0.182, 0.032], [-0.034, -0.226, 0.139], [0.484, -0.028, 0.315], [-0.039, 0.037, -0.008], [-0.056, 0.197, -0.052], [0.044, 0.048, -0.044], [0.017, -0.017, -0.020], [-0.117, 0.045, 0.020], [-0.198, 0.051, -0.184], [-0.328, -0.033, -0.315], [0.533, -0.018, 0.165], [0.035, -0.078, 0.007], [-0.235, 0.146, 0.147], [0.098, -0.027, 0.228], [-0.616, 0.105, 0.146], [0.041, -0.028, -0.003], [0.043, -0.052, -0.179], [-0.033, 0.055, -0.070], [-0.033, 0.058, -0.022], [0.110, -0.138, -0.045], [0.299, 0.007, -0.102], [0.301, -0.114, 0.064], [-0.502, -0.046, 0.006], [-0.025, -0.045, -0.107], [0.123, 0.205, -0.008], [-0.040, 0.177, -0.058], [0.527, 0.221, -0.089], [-0.028, -0.035, -0.011], [0.007, -0.212, 0.091], [0.027, -0.035, 0.094], [0.016, 0.010, 0.035], [-0.055, -0.053, -0.057], [-0.243, -0.147, 0.104], [0.245, -0.193, 0.006], [-0.262, 0.352, 0.202], [-0.200, 0.018, -0.041], [0.087, -0.006, -0.280], [-0.181, 0.051, -0.112], [0.175, -0.378, -0.418], [-0.009, -0.005, 0.039], [0.108, -0.009, 0.195], [0.082, 0.015, 0.016], [0.032, 0.017, -0.013], [-0.065, -0.015, 0.098], [-0.045, 0.198, 0.226]]}